C3H10N3 | ωB97M-V with the def2-TZVPD basis set

Each line ends with the natural charge from an NBO analysis.
Geometry (Å):
N  0.014  -0.013  -0.032  -0.35
N  3.478  0.079  0.218  -0.61
N  -1.155  0.026  -0.010  -0.02
C  -1.955  1.304  -0.343  -0.49
C  3.006  -0.811  -0.671  0.17
C  -2.130  -1.028  0.161  -0.48
H  3.499  -0.976  -1.605  0.22
H  1.993  -1.296  -0.586  0.28
H  4.319  0.639  0.049  0.44
H  -2.375  1.614  0.604  0.22
H  -2.458  -1.071  1.225  0.23
H  -2.842  1.054  -1.051  0.21
H  3.131  0.175  1.274  0.48
H  -1.559  -1.953  0.032  0.23
H  -1.222  1.946  -0.844  0.23
H  -3.032  -0.830  -0.492  0.23

Output
Energy relative to the best compared isomer or geometry (same formula, charge and spin) (kJ/mol): 519.5
Maximum force (Eh/bohr): 0.087
Total charge: +1
Gap between HOMO and LUMO (eV): 5.748